Record 1
The following is a quantum chemistry calculation of C32H41BrIN9O5PSSr as an isolated structure, from OMol25.

```
! wB97M-V def2-TZVPD RIJCOSX def2/J DEFGRID3
* xyz -1 1
Sr -0.79 -0.18 0.98
O -1.03 -3.45 -3.15
C -1.16 -4.36 -2.14
C -0.98 -5.70 -2.45
C -1.11 -6.66 -1.46
C -1.42 -6.29 -0.16
C -1.60 -4.94 0.14
C -1.47 -3.97 -0.83
C -1.55 -2.50 -0.44
O -1.95 -2.28 0.81
N -2.50 -1.83 -1.45
N -2.71 -0.53 -1.05
C -3.91 -0.13 -0.98
C -4.28 1.23 -0.57
Br -3.17 2.13 0.70
C -5.39 1.86 -0.96
C -6.36 1.40 -1.97
C -6.02 0.64 -3.09
C -7.00 0.24 -3.99
C -8.32 0.61 -3.81
C -8.67 1.39 -2.71
C -7.70 1.78 -1.81
H -1.41 -2.61 -2.84
H -0.74 -5.97 -3.47
H -0.96 -7.70 -1.70
H -1.52 -7.04 0.62
H -1.82 -4.60 1.15
H -0.55 -2.07 -0.70
H -3.37 -2.37 -1.41
H -4.75 -0.80 -1.21
H -5.63 2.80 -0.49
H -4.99 0.39 -3.28
H -6.71 -0.34 -4.86
H -9.08 0.29 -4.52
H -9.70 1.69 -2.56
H -7.97 2.39 -0.96
N 5.06 3.90 4.96
C 4.06 2.97 4.68
C 4.32 1.60 4.81
C 3.35 0.67 4.49
C 2.11 1.10 4.03
C 1.83 2.46 3.91
C 2.81 3.38 4.23
S 0.91 -0.08 3.53
O -0.27 0.74 3.20
O 0.71 -1.06 4.56
N 1.40 -0.69 2.13
C 1.95 -1.95 2.07
N 1.58 -2.63 0.96
C 2.02 -3.88 0.86
C 2.84 -4.47 1.81
C 3.23 -3.64 2.85
N 2.82 -2.39 2.99
H 5.74 3.60 5.64
H 4.72 4.83 5.17
H 5.30 1.27 5.15
H 3.54 -0.39 4.57
H 0.86 2.79 3.56
H 2.59 4.44 4.14
H 1.69 -4.43 -0.02
H 3.17 -5.49 1.73
H 3.92 -4.00 3.61
C -0.02 3.18 -0.69
N 1.26 2.65 -0.18
C 2.14 3.78 0.12
P 1.77 1.32 -1.03
O 0.66 0.32 -1.09
N 3.22 0.88 -0.39
C 3.66 1.07 0.99
C 3.92 -0.20 -1.07
N 2.15 1.68 -2.61
C 3.29 2.50 -2.96
C 1.32 1.29 -3.73
H -0.50 3.76 0.09
H -0.68 2.36 -0.99
H 0.15 3.81 -1.57
H 1.61 4.43 0.81
H 2.39 4.35 -0.78
H 3.07 3.46 0.59
H 2.96 1.66 1.56
H 4.64 1.57 0.99
H 3.76 0.11 1.49
H 3.45 -0.43 -2.02
H 3.89 -1.11 -0.46
H 4.96 0.07 -1.25
H 3.91 2.69 -2.08
H 2.99 3.46 -3.39
H 3.92 1.99 -3.70
H 0.51 0.66 -3.38
H 1.91 0.74 -4.46
H 0.89 2.17 -4.22
I -1.19 4.58 2.39
*
```

Computed properties:
Frontier orbital gap: 0.23844 Eh
ΔE to the lowest compared entry with this formula, charge and spin: 17.4 kcal/mol
HOMO level: -0.1669 Eh
E_LUMO: 1.95 eV
Max |F|: 0.84 eV Å⁻¹

Atomic partial charges in e from the Löwdin method, atoms 1 to 6: 1.4010, 0.0391, -0.2816, -0.0328, -0.1099, -0.1048

Record 2
The following is a quantum chemistry calculation of C32H41BrMnN4OSSb as an isolated structure at a distorted geometry, from OMol25.

```
! wB97M-V def2-TZVPD RIJCOSX def2/J DEFGRID3
* xyz 2 5
Mn -0.08 0.05 1.25
Br -5.34 -2.67 5.70
C -4.17 -2.05 4.34
C -4.51 -2.23 2.99
C -3.68 -1.79 2.00
C -2.44 -1.17 2.30
O -1.65 -0.77 1.35
C -2.10 -0.99 3.68
C -0.86 -0.40 4.07
N 0.08 -0.04 3.25
C 1.28 0.52 3.72
C 1.67 0.65 5.04
C 2.88 1.28 5.36
C 3.71 1.76 4.38
C 3.36 1.62 3.02
C 4.19 2.06 1.96
C 3.76 1.87 0.67
C 2.52 1.27 0.44
N 1.72 0.83 1.40
C 2.13 1.00 2.69
C -2.99 -1.43 4.68
H -5.45 -2.71 2.74
H -3.95 -1.92 0.97
H -0.74 -0.26 5.15
H 1.07 0.26 5.84
H 3.16 1.36 6.40
H 4.65 2.24 4.64
H 5.13 2.53 2.19
H 4.37 2.18 -0.17
H 2.17 1.14 -0.58
H -2.73 -1.28 5.72
S -1.10 2.03 -0.07
C -0.17 3.42 0.08
N -0.35 4.43 -0.83
C 0.32 5.59 -0.73
C 1.21 5.77 0.29
C 1.39 4.68 1.17
N 0.73 3.56 1.06
H -1.02 4.28 -1.58
H 0.11 6.35 -1.47
H 1.76 6.68 0.40
H 2.11 4.74 1.98
C 0.45 -0.35 -4.79
C 0.13 0.48 -3.57
C 1.29 1.39 -3.20
C -1.14 1.30 -3.77
Sb -0.28 -0.89 -1.75
C 1.33 -2.52 -1.39
C 1.08 -2.92 0.06
C 1.17 -3.68 -2.34
C 2.70 -1.87 -1.55
C -2.34 -1.87 -2.09
C -2.51 -2.28 -3.54
C -3.35 -0.81 -1.67
C -2.42 -3.08 -1.18
H 0.61 0.31 -5.64
H -0.36 -1.03 -5.05
H 1.37 -0.93 -4.65
H 1.52 2.04 -4.05
H 2.19 0.82 -2.98
H 1.03 2.02 -2.35
H -0.96 2.09 -4.50
H -1.46 1.76 -2.84
H -1.95 0.69 -4.16
H 0.17 -3.50 0.15
H 1.00 -2.02 0.72
H 1.90 -3.52 0.43
H 0.20 -4.15 -2.26
H 1.92 -4.44 -2.12
H 1.33 -3.36 -3.37
H 2.86 -1.09 -0.81
H 2.83 -1.47 -2.55
H 3.47 -2.62 -1.40
H -2.56 -1.41 -4.20
H -3.45 -2.82 -3.65
H -1.71 -2.93 -3.87
H -3.33 0.04 -2.35
H -3.14 -0.45 -0.66
H -4.36 -1.23 -1.69
H -1.80 -3.89 -1.55
H -3.45 -3.44 -1.15
H -2.12 -2.83 -0.16
*
```

Computed properties:
Frontier orbital gap (spin up / spin down): 0.19954 / 0.25043 Eh
ΔE to the lowest compared entry with this formula, charge and spin: 15.6 kcal/mol
HOMO level (spin up / spin down): -0.4648 / -0.4774 Eh
E_LUMO (spin up / spin down): -7.22 / -6.18 eV
Max |F|: 2.07 eV Å⁻¹

Atomic partial charges in e from the Löwdin method, atoms 1 to 6: 0.7420, 0.7893, -0.6623, -0.0711, 0.0155, -0.2894